# 1
40
Properties=species:S:1:pos:R:3 method="wB97M-V/def2-TZVPD" smiles="CC(=O)c1cccc(NC(=O)N[C@H](C)[C@H]2CCCO2)c1" orbital_gap_ev=8.86 spin_multiplicity=1 homo_ev=-8.72 relative_energy_kcal_mol=12.4 lumo_energy_ev=0.1
C 4.822 1.790 0.414
C 3.411 1.503 -0.037
O 2.710 2.362 -0.523
C 2.915 0.111 0.138
C 3.599 -0.862 0.865
C 3.073 -2.138 0.955
C 1.870 -2.452 0.352
C 1.156 -1.481 -0.357
N -0.045 -1.844 -0.949
C -1.153 -1.092 -1.319
O -2.005 -1.596 -2.025
N -1.205 0.167 -0.835
C -2.354 1.025 -1.028
C -1.875 2.441 -1.329
C -3.238 1.000 0.237
C -3.857 -0.385 0.518
C -3.081 -0.886 1.736
C -2.698 0.429 2.411
O -2.423 1.329 1.360
C 1.704 -0.208 -0.472
H 4.890 1.690 1.495
H 5.086 2.807 0.136
H 5.517 1.092 -0.046
H 4.531 -0.636 1.356
H 3.606 -2.900 1.504
H 1.473 -3.454 0.425
H -0.152 -2.823 -1.176
H -0.617 0.432 -0.059
H -2.922 0.620 -1.870
H -2.721 3.082 -1.561
H -1.195 2.435 -2.177
H -1.358 2.843 -0.461
H -4.022 1.763 0.128
H -4.916 -0.282 0.757
H -3.757 -1.045 -0.341
H -2.185 -1.426 1.425
H -3.673 -1.528 2.383
H -3.533 0.805 3.020
H -1.805 0.364 3.036
H 1.228 0.555 -1.068


# 2
91
Properties=species:S:1:pos:R:3 method="wB97M-V/def2-TZVPD" orbital_gap_ev=8.47 spin_multiplicity=1 homo_ev=-14.49 charge=+2 lumo_energy_ev=-6.0
N -0.704 -3.961 1.935
H -0.037 -4.541 1.445
H -0.379 -3.024 2.120
H -1.048 -4.425 2.763
H -1.498 -3.948 1.310
N 1.495 0.918 2.385
H 2.277 0.366 2.062
H 1.372 0.930 3.387
H 0.716 0.601 1.824
H 1.628 1.852 2.024
N -2.895 -1.028 -1.600
H -3.272 -0.102 -1.747
H -2.844 -1.456 -2.514
H -3.493 -1.615 -1.036
H -1.960 -1.015 -1.220
B 0.065 -0.692 -0.167
F -0.177 -1.908 -0.661
F 1.436 -0.365 -0.164
F -0.623 0.282 -0.780
F -0.261 -0.668 1.201
C -0.166 -4.990 -3.519
C -1.225 -5.114 -2.434
C -2.621 -4.859 -3.113
S -2.269 -3.542 -4.359
O -2.622 -2.207 -3.828
O -2.697 -3.981 -5.693
C -0.442 -3.628 -4.223
H -0.263 -5.883 -4.138
H 0.804 -5.008 -3.022
H -1.039 -4.386 -1.645
H -1.254 -6.087 -1.944
H -3.467 -4.680 -2.448
H -2.832 -5.662 -3.819
H -0.221 -2.787 -3.565
H -0.082 -3.497 -5.244
C -4.714 0.201 1.503
C -4.729 1.726 1.666
C -4.086 1.961 3.010
S -2.781 0.607 3.201
O -3.171 -0.195 4.388
O -1.452 1.177 3.028
C -3.211 -0.182 1.530
H -5.045 -0.089 0.506
H -5.268 -0.348 2.264
H -5.647 2.275 1.457
H -4.023 2.146 0.948
H -4.761 1.863 3.860
H -3.479 2.850 3.186
H -2.880 -1.194 1.764
H -2.595 0.379 0.828
C 4.444 -4.404 0.996
C 4.032 -3.853 -0.398
C 3.021 -2.691 -0.222
S 3.056 -2.252 1.556
O 1.977 -2.913 2.260
O 3.318 -0.829 1.673
C 4.554 -3.180 1.903
H 5.282 -5.086 0.849
H 3.699 -5.016 1.504
H 3.508 -4.565 -1.035
H 4.948 -3.465 -0.845
H 2.010 -2.918 -0.561
H 3.493 -1.879 -0.775
H 4.594 -3.358 2.978
H 5.464 -2.617 1.696
C 0.938 2.298 -2.469
C 2.216 2.632 -1.744
O 2.321 3.988 -1.342
P 2.006 4.454 0.205
O 2.280 3.383 1.172
O 0.428 4.976 0.147
C -0.430 4.884 1.256
C -1.784 4.261 1.043
O 2.900 5.797 0.394
C 2.596 7.082 -0.179
C 3.072 8.296 0.681
H 0.699 3.076 -3.194
H 1.059 1.339 -2.974
H -0.044 2.332 -1.997
H 2.469 1.937 -0.943
H 3.099 2.349 -2.317
H -0.027 4.444 2.168
H -0.559 5.915 1.586
H -2.180 4.670 0.114
H -1.879 3.176 1.081
H -2.414 4.643 1.847
H 3.036 7.147 -1.174
H 1.523 7.154 -0.357
H 3.034 9.232 0.122
H 2.558 8.300 1.642
H 4.125 8.194 0.942


# 3
19
Properties=species:S:1:pos:R:3 method="wB97M-V/def2-TZVPD" orbital_gap_ev=9.77 spin_multiplicity=1 homo_ev=-9.20 relative_energy_kcal_mol=117.7 lumo_energy_ev=0.6
C -2.179 -0.233 -0.329
C -1.064 0.658 0.202
C -0.082 -0.140 1.160
C 1.359 0.349 0.785
C 2.403 -0.751 0.654
C 0.786 0.938 -0.428
C -0.246 1.371 -0.990
H -1.771 -1.068 -0.908
H -2.753 -0.649 0.510
H -2.858 0.331 -0.975
H -1.498 1.499 0.751
H -0.317 0.001 2.219
H -0.152 -1.209 0.929
H 1.708 1.129 1.470
H 2.056 -1.541 -0.019
H 2.598 -1.191 1.638
H 3.349 -0.358 0.266
H -0.478 0.561 -3.175
H -0.863 0.303 -3.760


# 4
5
Properties=species:S:1:pos:R:3 method="wB97M-V/def2-TZVPD" orbital_gap_ev="7.73 / 6.69" spin_multiplicity=1 homo_ev="-8.87 / -8.67" relative_energy_kcal_mol=57.9 lumo_energy_ev="-1.1 / -2.0"
C -0.707 -0.627 0.538
O -0.733 -1.320 1.477
S 1.941 0.410 0.115
Cl -1.671 0.099 -0.521
Br 1.170 1.439 -1.609


Number 1: strongest force on any atom 0.670 eV/Å, energy -918.85582 Eh. Number 2: strongest force on any atom 3.969 eV/Å, energy -3593.09808 Eh. Number 3: strongest force on any atom 0.600 eV/Å, energy -273.72098 Eh. Number 4: strongest force on any atom 3.894 eV/Å, energy -3545.64405 Eh.